The following is a DFT calculation (wB97M-V/def2-TZVPD) of a cluster of 2 separate species, C3H9NO3 in total at a distorted geometry.

Each line ends with the natural charge from an NBO analysis.
Atoms and positions in Å:
C 0.01 1.72 0.84  -0.415
N 1.02 1.46 -0.17  -0.645
C 1.15 0.11 -0.69  -0.323
C -0.10 -0.29 -1.54  0.774
O 0.00 -1.64 -1.62  -0.718
O -1.00 0.33 -2.02  -0.577
H 0.06 2.76 1.12  0.216
H 0.15 1.15 1.77  0.182
H -0.88 1.31 0.33  0.180
H 1.12 2.21 -0.84  0.375
H 1.03 -0.61 0.13  0.216
H 2.08 -0.13 -1.22  0.239
H -0.58 -1.99 -2.30  0.494
H -0.96 -2.49 1.49  0.468
H -1.64 -1.47 2.38  0.466
O -1.46 -2.42 2.33  -0.933

For the energy relative to the best compared isomer or geometry (same formula, charge and spin), the calculation gives 35.1 kcal per mole. The total energy is -10889.05997 eV. The value obtained for the strongest force on any atom is 2.759 eV/A. Its SMILES is CNCC(=O)O.O. As for the LUMO energy: 0.01854 Ha. As for the HOMO energy: -8.75 eV.